{"formula": "C21H23B2F5N6O6S", "method": "ωB97M-V with the def2-TZVPD basis set", "e_homo_ev": -8.12, "smiles": "CCCNc1c(CON=O)c2c(c(C(F)(F)C(F)(F)F)c1B(N)O)Nc1c(N=C=O)cc(N)c(B(O)OCC)c1S2", "elements": ["C", "C", "C", "N", "C", "C", "C", "O", "N", "O", "C", "C", "C", "C", "F", "F", "C", "F", "F", "F", "C", "B", "N", "O", "N", "C", "C", "N", "C", "O", "C", "C", "N", "C", "B", "O", "O", "C", "C", "C", "S", "H", "H", "H", "H", "H", "H", "H", "H", "H", "H", "H", "H", "H", "H", "H", "H", "H", "H", "H", "H", "H", "H", "H"], "xyz": [[-0.407968, -3.296748, 3.853220], [-1.581189, -3.898741, 3.006881], [-1.701483, -3.162784, 1.641898], [-2.675140, -2.011953, 1.677123], [-2.068968, -0.776144, 1.226693], [-1.756734, -0.603855, -0.132295], [-2.011249, -1.654097, -1.196783], [-3.212105, -1.215134, -1.911570], [-3.103685, -1.554455, -3.252633], [-3.950817, -1.022751, -3.860584], [-1.174815, 0.615993, -0.502333], [-0.901463, 1.657658, 0.390945], [-1.270123, 1.487791, 1.760523], [-1.034703, 2.642730, 2.708600], [-1.622155, 2.575480, 3.919842], [-1.582435, 3.759306, 2.121698], [0.519818, 2.893483, 2.992770], [0.824871, 4.163626, 2.720147], [1.311426, 2.014738, 2.388172], [0.737378, 2.734021, 4.315683], [-1.821171, 0.263583, 2.123665], [-2.216818, -0.040974, 3.637413], [-3.612838, 0.123386, 4.035074], [-1.300404, -0.475479, 4.576757], [-0.284051, 2.817673, -0.160328], [0.855623, 2.545029, -0.982232], [2.073826, 3.201170, -0.774456], [2.248823, 4.159733, 0.295792], [2.155892, 5.319878, -0.106311], [2.105631, 6.391038, -0.602137], [3.177257, 2.965921, -1.593053], [3.134187, 2.066348, -2.660763], [4.283998, 1.850638, -3.510139], [1.925773, 1.385608, -2.873156], [1.871183, 0.345606, -4.077637], [2.343976, 0.693644, -5.336226], [1.347682, -0.931387, -3.857172], [2.380391, -1.924130, -3.857000], [1.702045, -3.309710, -3.918709], [0.836552, 1.638594, -2.048034], [-0.741239, 0.803292, -2.239893], [0.471307, -3.954645, 3.731014], [-0.117895, -2.310387, 3.475106], [-0.708610, -3.289439, 4.909077], [-2.540913, -3.808568, 3.536734], [-1.347290, -4.954801, 2.798785], [-0.726645, -2.737178, 1.342952], [-1.995472, -3.895086, 0.865253], [-3.387661, -2.250990, 0.991818], [-1.210535, -1.722719, -1.946808], [-2.246902, -2.645923, -0.791988], [-4.210348, -0.580250, 3.609822], [-3.719895, 0.111292, 5.045126], [-1.715805, -0.509106, 5.446952], [0.060983, 3.469801, 0.538012], [4.128881, 3.479177, -1.410443], [5.131637, 1.860667, -2.943181], [4.365087, 2.708580, -4.060184], [3.258406, 0.410370, -5.462735], [3.034525, -1.828120, -4.746586], [3.025034, -1.859293, -2.961799], [1.304705, -3.616076, -2.939752], [2.429043, -4.056976, -4.279063], [0.913581, -3.257956, -4.687569]], "forces_ev_per_a": [[-0.3225, -0.9300, -0.4518], [0.7435, 0.7228, -0.4837], [-0.1043, -0.1400, 0.3972], [0.6111, -0.2638, -0.3251], [-0.1206, 0.1095, -1.0348], [0.4313, 0.2634, 0.3123], [-0.7443, -0.0025, 0.0137], [0.5517, -0.0148, 0.4052], [-0.3827, 0.4919, -0.2830], [0.1346, -0.3923, -0.1412], [0.3207, -0.1518, -0.7174], [-0.3741, -0.1399, 0.2846], [0.2475, -0.3610, -1.4935], [0.1257, 0.3002, -0.5210], [-0.1402, -0.7019, -0.3085], [0.5603, -0.1245, 0.1724], [-0.7780, 0.1319, 1.6989], [0.3104, -0.3756, -0.4173], [-0.0151, 0.5346, -0.5121], [0.0254, -0.0118, -0.3441], [-0.0230, -0.5249, 1.4664], [-0.9069, -0.2390, 0.5273], [0.7163, -0.2541, 0.1114], [-0.0004, 0.9279, -0.4980], [1.0939, -0.4663, 0.1721], [0.6346, 0.1209, -0.2538], [0.4649, -0.2744, -0.1618], [-0.5941, 1.0365, -0.3395], [0.1454, 1.1178, -1.4681], [0.0711, -1.8445, 1.5959], [0.4613, -0.2359, -0.2922], [-0.7659, 0.3367, 0.8550], [-0.0248, 0.5940, 0.1579], [0.1199, -0.3568, -0.9448], [-0.3643, -0.2243, -0.0917], [0.1552, -0.2440, 0.5845], [1.0218, 0.5949, 0.3391], [-0.2850, -1.1986, -0.4276], [0.4214, 0.3180, -0.4093], [-0.9701, -0.0930, 0.8942], [0.1796, 0.5434, 0.3147], [-0.2899, 0.2965, 0.2159], [-0.2383, -0.1480, 0.4948], [0.4313, 0.3117, -0.2587], [0.2897, -0.1737, -0.2314], [-0.3575, 0.2612, 0.2057], [-0.2280, -0.4329, 0.1303], [0.0013, 0.3909, 0.2826], [-0.1645, 0.2019, 0.3486], [-0.0389, 0.0107, 0.4715], [0.3165, 0.3443, 0.0113], [-0.1315, 0.4300, -0.0862], [-0.3328, -0.1618, -0.1591], [0.1722, -0.1967, -0.0809], [-0.5871, 0.0785, 0.0211], [-0.4966, -0.0290, 0.1647], [-0.2168, -0.1642, 0.0357], [0.0385, -0.3952, -0.2907], [-0.0948, 0.2247, -0.1662], [-0.3013, 0.1269, 0.2938], [-0.3126, 0.2132, -0.2041], [0.0002, 0.1165, -0.4305], [-0.2102, 0.1789, 0.3597], [0.1197, -0.0639, 0.4894]]}



{"formula": "C4H6N2O", "method": "ωB97M-V with the def2-TZVPD basis set", "e_homo_ev": -8.93, "e_above_lowest_kcal_mol": 86.9, "elements": ["C", "C", "C", "N", "C", "O", "N", "H", "H", "H", "H", "H", "H"], "xyz": [[-0.584673, -0.163115, -1.986673], [-0.086467, 0.093617, -0.576927], [0.397175, 1.362990, -0.492447], [0.645215, 0.890451, 1.683491], [0.162000, -0.302405, 1.571174], [0.065121, -1.156990, 2.607017], [-0.277711, -0.790845, 0.380184], [-1.661763, 0.018378, -2.008954], [-0.367040, -1.208210, -2.194116], [-0.125665, 0.458935, -2.766865], [1.270266, 1.644567, -1.101370], [0.817600, 1.142457, 2.666040], [-0.254059, -1.989832, 2.219449]], "forces_ev_per_a": [[-0.0668, -0.2372, -0.0551], [-0.1945, 0.0212, -0.2528], [0.1596, -0.1728, 1.1992], [0.0845, -0.2972, -0.6827], [0.0931, 0.1571, -0.4117], [-0.0743, 0.1033, -0.1844], [-0.0218, -0.0265, -0.1671], [0.1102, -0.1775, -0.0247], [-0.1481, -0.0558, -0.1586], [-0.0112, -0.0474, 0.3915], [-0.0186, 0.2113, 0.9768], [0.1150, 0.2965, -0.7971], [-0.0271, 0.2248, 0.1667]]}



{"formula": "C26H30F5N6SbScSe5", "method": "ωB97M-V with the def2-TZVPD basis set", "e_homo_ev": -3.92, "e_above_lowest_kcal_mol": 8.4, "total_charge": -1, "elements": ["Sc", "C", "N", "C", "C", "N", "C", "C", "C", "C", "C", "C", "C", "C", "C", "N", "C", "N", "C", "C", "N", "C", "C", "C", "N", "C", "C", "H", "H", "H", "H", "H", "H", "H", "H", "H", "H", "H", "H", "H", "H", "H", "H", "H", "H", "H", "H", "H", "H", "H", "H", "H", "H", "H", "H", "H", "H", "F", "C", "C", "F", "C", "F", "C", "Se", "C", "F", "C", "F", "Se", "Sb", "Se", "Se", "Se"], "xyz": [[0.661850, 0.337807, -0.553676], [-1.898993, -0.490233, 3.192162], [-0.792142, -1.420293, 3.109649], [-0.882917, -2.539669, 4.026775], [-0.017929, -1.493678, 1.979560], [-0.452104, -1.044164, 0.799005], [-1.754713, -1.508538, 0.464010], [-2.002692, -2.841768, 0.705473], [-3.262418, -3.425412, 0.508824], [-4.288110, -2.668398, 0.033742], [-4.070802, -1.312644, -0.307759], [-5.134704, -0.583089, -0.893280], [-4.948299, 0.692713, -1.325931], [-3.694707, 1.302095, -1.163644], [-2.652848, 0.654046, -0.543752], [-1.383296, 1.247551, -0.502413], [-1.112457, 2.513616, -0.532890], [0.180203, 2.763064, -1.066689], [0.255503, 2.784897, -2.546207], [1.022474, 3.798199, -0.459821], [-1.858081, 3.531032, -0.051280], [-1.774176, 4.878947, -0.581883], [-2.877914, 3.337517, 0.961943], [-2.798730, -0.703999, -0.108409], [1.203312, -2.011881, 2.116106], [1.963541, -1.942162, 3.349788], [1.934693, -2.574941, 0.984098], [-1.967836, -0.114853, 4.216059], [-2.849252, -0.965780, 2.925031], [-1.728387, 0.346858, 2.519971], [-1.894732, -2.957832, 3.985799], [-0.672866, -2.232950, 5.054933], [-0.181852, -3.319223, 3.742391], [-1.178677, -3.461475, 1.039486], [-3.401778, -4.477864, 0.720877], [-5.269449, -3.094078, -0.134890], [-6.086529, -1.082168, -1.027204], [-5.747308, 1.233781, -1.816612], [-3.527565, 2.288204, -1.577218], [0.021695, 3.786590, -2.926057], [-0.422256, 2.043975, -2.963796], [1.265961, 2.509880, -2.848527], [0.863923, 4.777404, -0.921105], [2.060876, 3.505589, -0.604516], [0.838398, 3.849458, 0.609715], [-1.189717, 4.898108, -1.495244], [-1.334197, 5.567510, 0.143677], [-2.782529, 5.225251, -0.821571], [-2.773089, 2.361852, 1.422419], [-3.882319, 3.416375, 0.537670], [-2.749192, 4.102271, 1.730516], [1.443983, -1.329934, 4.082177], [2.928352, -1.484600, 3.127268], [2.132731, -2.940036, 3.763805], [2.757124, -1.922653, 0.688150], [1.283259, -2.725009, 0.126306], [2.332399, -3.548486, 1.278212], [-0.270011, 2.272627, 6.931000], [0.298498, 2.054925, 5.739007], [-0.364501, 2.382025, 4.572726], [-1.588944, 2.929592, 4.627671], [0.242338, 2.144240, 3.354197], [-0.449651, 2.511738, 2.258705], [1.496268, 1.571072, 3.213094], [2.317724, 1.189815, 1.531481], [2.140549, 1.277335, 4.414680], [3.364825, 0.737307, 4.410818], [1.564942, 1.503686, 5.652158], [2.220986, 1.186853, 6.775202], [2.230578, -3.827561, -2.389778], [2.018218, -1.560471, -3.208495], [3.058294, 0.037559, -1.492582], [-0.338184, -0.779494, -2.737926], [2.774461, -0.987032, -5.412811]], "forces_ev_per_a": [[-0.2632, -0.3911, -0.3545], [-0.0075, -0.0220, -0.0405], [-0.0174, 0.0153, -0.0154], [-0.0052, -0.0045, 0.0056], [0.1345, 0.0511, 0.0390], [-0.1936, 0.0790, -0.0081], [0.0531, 0.0142, 0.0738], [-0.0275, 0.0074, 0.0426], [-0.0009, -0.0067, 0.0014], [-0.0031, -0.0004, -0.0073], [0.0115, -0.0070, 0.0015], [-0.0026, 0.0006, -0.0100], [-0.0032, -0.0019, 0.0029], [0.0098, 0.0169, 0.0125], [0.0042, -0.0072, -0.0041], [0.0950, 0.0554, 0.1015], [0.0642, 0.0634, 0.0083], [0.0426, 0.0280, -0.0288], [0.0023, -0.0270, -0.0021], [0.0086, 0.0020, 0.0051], [-0.0089, -0.0248, -0.0355], [0.0127, 0.0056, 0.0110], [0.0044, -0.0124, -0.0164], [-0.0066, 0.0176, 0.0082], [-0.0565, -0.0556, -0.0081], [0.0307, 0.0000, 0.0047], [-0.0153, 0.0030, -0.0251], [-0.0040, -0.0028, -0.0017], [-0.0035, -0.0031, -0.0135], [0.0153, 0.0100, -0.0261], [0.0026, -0.0005, 0.0005], [0.0013, -0.0004, 0.0018], [0.0003, 0.0052, 0.0019], [-0.0047, -0.0072, 0.0034], [0.0006, -0.0002, 0.0011], [0.0011, 0.0001, -0.0017], [0.0008, 0.0000, -0.0002], [0.0018, -0.0007, -0.0019], [0.0042, 0.0181, 0.0101], [-0.0016, 0.0004, 0.0027], [-0.0005, -0.0004, -0.0019], [0.0031, 0.0025, 0.0003], [0.0023, -0.0008, -0.0037], [0.0026, -0.0040, -0.0029], [-0.0029, -0.0007, -0.0050], [0.0007, -0.0022, -0.0013], [0.0022, 0.0000, 0.0004], [0.0003, -0.0012, 0.0004], [0.0148, -0.0198, 0.0025], [-0.0033, -0.0119, -0.0135], [0.0001, -0.0023, -0.0014], [0.0136, -0.0032, -0.0110], [-0.0137, 0.0143, 0.0076], [-0.0071, -0.0014, -0.0067], [0.0053, 0.0066, -0.0137], [0.0000, 0.0187, 0.0024], [0.0176, 0.0136, 0.0016], [-0.0009, 0.0015, 0.0008], [-0.0083, -0.0028, 0.0009], [0.0152, 0.0184, -0.0041], [-0.0027, -0.0141, -0.0036], [0.0303, 0.0257, 0.0075], [-0.0753, -0.0079, -0.0260], [-0.0086, -0.0449, 0.0305], [0.0505, 0.0248, 0.1412], [-0.0119, -0.0055, -0.0107], [0.0094, 0.0144, 0.0116], [-0.0002, -0.0063, 0.0043], [0.0015, -0.0007, 0.0039], [0.0296, 0.0319, -0.0329], [0.0461, -0.0688, 0.0723], [0.0141, 0.1445, -0.0401], [0.0473, -0.0055, 0.1527], [-0.0471, 0.0695, -0.0010]]}